[1]
Formula: C4H7NO
Source: the OMol25 dataset
Level of theory: ωB97M-V with the def2-TZVPD basis set

Calculated values
Total charge: 0
Relative energy (zero: lowest compared OMol25 entry of this formula, charge and spin), kcal/mol: 51.11
Lowest unoccupied orbital energy, eV: 0.78
HOMO-LUMO gap, eV: 10.6

XYZ file:
```
13
Properties=species:S:1:pos:R:3:forces:R:3
C 1.5826 -0.1621 0.1980 0.6 0.1 1.0
H -0.3745 -1.0153 1.4520 0.1 0.2 -0.2
H 1.5163 -1.2562 0.2850 -0.2 0.1 -0.1
H -2.3445 -0.3821 0.1636 -0.3 0.1 0.2
H -1.0083 -0.0881 -0.8864 -0.2 0.3 0.4
H 2.5055 0.2394 -0.2102 0.0 0.0 -0.2
O 1.2010 0.2032 -2.8860 -0.5 -0.4 0.7
H -0.7520 0.5775 2.1416 -0.1 -0.1 -0.6
C -0.4806 0.0579 1.2041 -0.2 -0.1 -0.2
N 0.7364 0.6401 0.6767 0.5 -0.2 0.3
C -1.4682 0.2490 0.0441 -0.5 0.1 0.6
C 0.5858 -0.3819 -2.1346 0.8 0.1 -1.7
H -1.7558 1.3097 -0.0229 0.0 -0.4 -0.1
```
Forces are in eV/Å.

[2]
Formula: C3H14N2O2S
Source: the OMol25 dataset
Level of theory: ωB97M-V with the def2-TZVPD basis set

Calculated values
Total charge: 0
Relative energy (zero: lowest compared OMol25 entry of this formula, charge and spin), kcal/mol: 8.70
Lowest unoccupied orbital energy, eV: 0.45
HOMO-LUMO gap, eV: 9.0

XYZ file:
```
22
Properties=species:S:1:pos:R:3:forces:R:3
H -3.0214 -1.2272 -0.3443 0.4 0.0 0.2
H 0.0004 1.3145 -1.5628 -0.2 0.1 0.0
C 0.1209 0.3075 -1.1635 -0.3 -0.3 0.1
H -0.0471 3.4603 0.5761 0.0 0.0 0.0
H 1.2569 -0.1610 3.4048 0.0 -0.1 0.0
N 1.1671 -2.3666 -0.5054 -0.6 -0.8 1.2
S -2.5705 -0.0254 -0.7286 -0.5 0.3 -0.2
H 1.6827 0.4026 0.1393 -0.2 0.5 0.3
H -0.8326 0.9372 0.6149 -0.3 -0.2 0.2
H 1.2986 2.9162 1.0358 -0.1 0.0 0.0
H 0.9521 -2.4557 0.4861 0.4 0.3 -0.1
O 0.3653 2.9446 1.2775 0.1 0.0 -0.1
C 2.0138 -1.2516 -0.8833 -1.4 -0.3 -1.0
H 0.1081 0.3626 2.5527 0.1 0.0 -0.1
H -0.6341 -0.8057 0.5464 -0.2 -0.2 0.0
N 1.5119 0.1269 -0.8143 0.4 -0.5 0.5
H 2.2502 -1.4903 -1.9194 0.4 0.3 -0.1
O 0.7660 -0.3422 2.5969 0.0 0.1 0.0
H 2.8774 -1.2963 -0.2566 0.7 -0.1 0.1
C -0.9068 0.0629 -0.0354 0.7 0.6 0.0
H 0.2725 -2.5122 -0.9581 0.4 0.4 -0.6
H -0.1564 -0.3820 -1.9492 0.2 -0.1 -0.5
```
Forces are in eV/Å.

[3]
Formula: C22H49BN3O7PS2
Source: the OMol25 dataset
Level of theory: ωB97M-V with the def2-TZVPD basis set

Calculated values
Total charge: 0
Lowest unoccupied orbital energy, eV: 0.07
HOMO-LUMO gap, eV: 8.0

XYZ file:
```
85
Properties=species:S:1:pos:R:3:forces:R:3
H -0.8232 -2.7052 2.2435 0.0 -0.1 0.0
H -4.3859 -3.9789 1.8923 0.0 0.0 0.0
O 0.0889 2.9276 3.3887 -0.2 -0.1 -0.5
H -4.7728 4.3093 2.0126 -0.1 0.0 0.2
O 4.0898 3.2822 -0.6049 -0.1 -0.2 -0.1
H 5.5206 -3.0589 -4.5882 0.0 0.1 -0.1
C 3.3181 -0.9532 -3.1651 -0.1 0.1 0.3
H 3.0163 -1.6091 -2.3430 0.1 0.0 0.0
O 3.2163 5.5389 -0.3221 -0.3 0.2 0.0
H 4.2743 -3.9747 -2.6159 0.0 0.0 0.0
C -1.9014 -2.7018 2.0569 0.0 0.2 0.0
N 1.4925 1.5687 -0.5314 -0.9 0.0 0.0
H 5.1306 -0.0561 -2.3155 0.0 0.0 0.0
C -0.5223 2.9639 -1.1226 -0.6 0.2 0.5
P 0.1796 5.0649 1.4291 -0.1 0.9 -1.2
C -2.9034 3.7079 -0.7089 0.2 -0.6 0.5
H -3.0942 3.4557 -1.7503 0.0 0.3 -0.2
H 4.5991 0.8814 -5.3572 0.0 0.0 0.1
H 2.9847 -0.9158 -5.7908 0.0 0.0 0.1
C -2.2701 -5.9116 1.5300 0.1 0.0 0.0
O 0.9963 1.0890 2.1674 -0.4 0.0 -0.1
C 0.7737 0.5877 -0.5717 0.9 1.2 0.3
H -2.1276 1.7591 -0.3442 0.1 -0.2 0.4
H 2.3771 -0.5806 -3.5806 0.0 0.0 -0.1
H 6.0184 -1.6721 -3.6305 0.0 0.0 0.0
C 5.2045 -2.4007 -3.7745 0.1 0.0 0.1
C 0.4840 0.1686 3.1432 0.4 -0.4 -0.2
H 4.2527 -2.0347 -6.1992 0.0 0.0 0.1
H -1.8210 -1.7732 0.1114 0.0 0.0 0.0
H -2.5453 4.7306 -0.6134 0.0 0.2 -0.2
H -4.4075 -5.6431 3.7537 0.0 0.0 0.0
H -4.9231 2.2261 3.0249 -0.1 -0.1 0.0
H -2.1776 -5.6276 3.6517 -0.1 0.0 0.0
H -2.2603 -1.7404 2.4436 -0.1 0.0 0.0
H -0.5563 3.9490 -1.5776 0.0 0.2 0.0
C -4.0272 3.6272 1.6184 0.1 -0.5 -0.3
H -1.0473 4.8275 2.0563 0.1 -0.3 0.3
H -3.0639 4.0802 1.8347 0.1 0.3 0.0
H 1.0538 5.5077 2.4250 0.0 -0.4 0.3
H -4.7049 2.6180 -0.1842 0.1 -0.2 0.0
C 5.0724 -3.2385 -2.5115 0.0 0.0 0.0
H -0.8656 2.7890 3.4187 0.1 0.1 0.3
H 5.0436 0.1055 -6.8660 0.0 0.0 0.0
O 1.7181 3.7717 -1.1527 -0.4 0.0 0.0
C 4.1073 0.2215 -2.5714 -0.1 0.0 0.0
O 2.3838 3.6366 1.1037 0.1 0.4 -0.2
C 4.9575 -0.0518 -5.7889 -0.1 0.0 -0.1
H -4.2590 -2.6694 3.0570 0.1 0.0 -0.1
C -4.0893 2.2563 2.3290 -0.1 0.7 0.2
H -1.7402 -5.5904 0.6348 -0.1 0.0 0.0
C -4.1931 3.5401 0.0876 -0.3 0.5 0.2
H -4.2090 1.4472 1.6180 0.1 -0.2 0.0
H -3.3400 -5.8952 1.3190 0.0 0.0 0.0
H -1.9926 -6.9514 1.7127 0.0 0.0 0.0
H 3.6276 0.5589 -1.6530 0.0 0.1 0.0
C -2.1396 -2.7217 0.5429 0.0 0.0 0.0
S -0.0347 6.3796 0.0144 -0.1 -0.2 0.1
N -2.5056 -3.7406 2.8693 0.1 0.1 0.0
H -4.8792 4.3370 -0.1987 0.0 0.1 -0.3
H -3.1929 -2.8576 0.2947 0.0 0.0 0.0
H 0.5741 -0.8236 2.7106 0.0 0.0 -0.1
H -0.8256 -4.9500 2.8113 0.0 0.1 0.0
C -4.5776 -4.5827 3.9421 0.0 0.0 0.0
C -1.9112 -5.0612 2.7561 0.0 -0.2 0.1
H -1.5738 2.9800 0.8188 0.1 -0.1 0.2
C 3.9989 -1.2180 -5.5156 0.0 0.0 -0.2
H -3.1936 2.0991 2.9281 0.1 -0.3 0.0
B 0.6644 2.3846 2.2407 -0.2 0.0 0.3
S 3.0009 4.1426 -0.3176 0.5 -0.6 0.4
H 4.1433 1.0769 -3.2438 0.1 0.0 0.0
H -0.5657 0.3385 3.3583 -0.1 0.2 0.1
H -0.5829 2.2440 -1.9340 0.3 -0.1 -0.1
C -3.9555 -3.7029 2.8683 -0.1 -0.1 0.0
C 0.9591 3.3937 1.0075 0.3 0.0 1.0
H 1.0905 0.2066 4.0408 -0.1 0.1 0.2
N 3.9598 -1.7749 -4.1761 -0.1 0.0 -0.1
H -4.1759 -4.3377 4.9259 0.0 0.0 0.0
C -1.7717 2.7828 -0.2322 -0.2 0.0 -0.7
H -5.6566 -4.4265 3.9660 0.0 0.0 0.0
H 4.8661 -2.6265 -1.6328 0.0 0.0 0.0
H -1.5639 -3.5034 0.0497 0.0 0.0 0.0
C 0.8139 2.8619 -0.4157 1.3 0.5 -1.2
O 0.1124 -0.3456 -0.5766 -0.8 -1.6 -0.2
H 5.9595 -0.2465 -5.4064 0.0 0.0 0.0
H 6.0053 -3.7714 -2.3243 0.0 0.0 0.0
```
Forces are in eV/Å.

[4]
Formula: C6H14O
Source: the OMol25 dataset
Level of theory: ωB97M-V with the def2-TZVPD basis set

Calculated values
Total charge: 0
Relative energy (zero: lowest compared OMol25 entry of this formula, charge and spin), kcal/mol: 3.20
Lowest unoccupied orbital energy, eV: 0.99
HOMO-LUMO gap, eV: 11.2

XYZ file:
```
21
Properties=species:S:1:pos:R:3:forces:R:3
H 0.2096 1.7237 2.8905 0.0 -0.1 -0.2
H -1.0211 1.3147 0.7076 0.1 0.1 0.1
H 0.2381 0.0830 -1.7961 -0.1 -0.1 0.1
C -0.4299 -0.5959 -1.2412 0.4 -0.1 0.1
H -0.8392 -1.1508 0.7717 0.1 0.0 0.0
H -0.9424 -2.7053 -1.3375 0.1 0.1 0.0
C -0.0883 -0.5422 0.2491 0.0 -0.1 0.0
C 0.1782 0.7390 2.4073 0.0 0.0 0.0
H 1.1060 2.7163 0.7640 -0.1 -0.2 0.0
H -0.6107 0.1560 2.8962 0.1 0.1 -0.1
H 0.8975 1.9009 -0.7884 0.0 0.0 0.1
H 2.0349 1.2550 0.4108 -0.1 0.1 0.0
C -0.2634 -1.9976 -1.8251 0.0 0.0 0.0
H -2.0026 -0.1871 -2.3179 0.0 0.0 0.2
C 1.0538 1.7323 0.2819 0.0 0.0 -0.1
H 0.7636 -2.3588 -1.7056 -0.1 0.1 0.0
H 0.8845 -1.0310 0.3987 -0.1 0.0 0.0
H -0.4874 -1.9997 -2.9001 0.0 0.0 0.2
C -0.0426 0.8545 0.8931 0.0 0.0 -0.1
O -1.7754 -0.1540 -1.3794 -0.1 0.1 -0.2
H 1.1368 0.2470 2.6207 -0.1 0.0 -0.1
```
Forces are in eV/Å.

[5]
Formula: C3H6N2O2
Source: the OMol25 dataset
Level of theory: ωB97M-V with the def2-TZVPD basis set

Calculated values
Total charge: 0
Relative energy (zero: lowest compared OMol25 entry of this formula, charge and spin), kcal/mol: 28.96
Lowest unoccupied orbital energy, eV: 0.81
HOMO-LUMO gap, eV: 10.6

XYZ file:
```
13
Properties=species:S:1:pos:R:3:forces:R:3
H -1.7269 1.1923 -1.8134 0.1 -0.1 0.0
O 0.0564 -0.4302 2.6395 0.1 0.0 -0.3
H 0.4612 1.7067 1.4518 0.0 -0.1 -0.1
C -0.8756 0.7298 -1.3073 0.1 -0.2 -0.2
N -0.1207 -0.1703 -1.7870 -0.2 0.3 0.0
O -0.7441 1.2613 -0.0933 -0.1 -0.1 0.0
C 0.4088 0.9270 0.6931 0.2 0.0 0.1
H 1.3002 0.9423 0.0568 -0.1 0.0 0.1
C 0.2833 -0.4088 1.4424 0.0 0.0 0.1
H 0.5167 -1.4257 -0.3241 0.0 0.0 0.2
N 0.5012 -1.5124 0.6872 -0.1 0.0 0.1
H -0.4159 -0.4142 -2.7281 0.1 0.1 0.1
H 0.3578 -2.4102 1.1239 0.0 0.1 0.0
```
Forces are in eV/Å.

[6]
Formula: C6H10O
Source: the OMol25 dataset
Level of theory: ωB97M-V with the def2-TZVPD basis set

Calculated values
Total charge: 0
Relative energy (zero: lowest compared OMol25 entry of this formula, charge and spin), kcal/mol: 107.36
Lowest unoccupied orbital energy (spin up / spin down), eV: 0.41 / 0.14
HOMO-LUMO gap (spin up / spin down), eV: 8.9 / 8.0

XYZ file:
```
17
Properties=species:S:1:pos:R:3:forces:R:3
H -0.1793 -2.0949 -0.1595 -0.2 0.1 0.0
C -0.3287 -1.2998 0.5733 -0.1 -0.1 0.2
C 2.3262 -0.1058 -0.1699 0.9 -0.3 0.3
H -2.7491 0.1634 0.4800 0.1 0.0 0.0
H 0.6099 -1.1797 1.1341 -0.3 -0.3 -0.2
C -2.1302 0.2710 -0.4147 0.0 0.0 -0.1
C -0.6701 0.0467 -0.0994 -0.3 -0.3 0.2
H 0.0553 1.7675 1.3816 0.1 0.0 0.0
C 1.1878 0.7760 -0.4047 1.3 1.3 -1.0
H -2.2772 1.2690 -0.8337 0.0 -0.1 0.1
H -1.1021 -1.5792 1.2916 0.0 0.0 -0.1
O 0.1860 0.1968 -1.2815 0.1 -0.2 -0.1
C 0.1839 1.0594 0.5820 -1.2 0.2 1.2
H 1.6448 1.7257 -0.7629 -0.3 -0.2 -0.5
H -2.4689 -0.4597 -1.1569 0.1 0.0 0.1
H 3.0794 -0.1593 -0.9416 0.0 -0.1 -0.1
H 2.6300 -0.4130 0.8217 -0.1 0.0 0.0
```
Forces are in eV/Å.